Density functional theory data (the ωB97M-V functional and the def2-TZVPD basis) for a structure of composition C10H6BeNO5S.

The HOMO energy comes out at -12.3 eV. The value obtained for the energy above the lowest of the compared OMol25 structures with the same formula, charge and spin is 216.72 kJ/mol. Its charge is +1. For the total energy, the calculation gives -33420.7433 eV. As for the HOMO-LUMO gap: 6.39 eV.

Last column: natural (NBO) charge in e.
Geometry (Å):
O: 1.083 3.137 -0.532  -0.285
C: 1.175 2.164 0.107  0.207
Be: 1.272 0.910 0.888  1.353
C: -0.354 0.155 1.194  -0.046
O: -1.075 0.111 2.158  -0.485
C: -0.409 -1.786 -0.392  0.370
O: 0.036 -2.544 0.514  -0.527
C: -0.442 -2.213 -1.771  0.378
O: 0.156 -2.000 -2.783  -0.374
C: -0.671 -0.343 -0.211  0.348
O: -1.170 0.436 -1.023  -0.397
H: -1.251 -2.809 -1.328  0.155
S: 2.745 -0.198 1.638  -0.364
C: 2.041 -0.907 3.064  0.105
N: 1.069 -1.851 2.919  -0.473
C: 0.446 -2.408 3.995  0.095
C: 0.803 -2.034 5.275  -0.238
C: 1.801 -1.067 5.458  -0.084
C: 2.435 -0.521 4.348  -0.233
H: 0.746 -2.143 1.954  0.476
H: -0.337 -3.125 3.758  0.246
H: 0.296 -2.494 6.118  0.259
H: 2.084 -0.746 6.458  0.253
H: 3.218 0.231 4.406  0.260

Atomic forces in eV per Å
0.2 -4.6 3.2
-0.4 9.6 -6.5
0.1 -5.7 4.4
1.1 2.0 -0.1
0.1 -0.6 -0.7
4.7 -0.1 1.6
-1.7 1.8 -2.1
0.8 -0.1 0.6
-0.9 -0.5 0.5
-3.7 1.7 0.9
1.7 -1.8 1.1
-2.2 -2.3 -2.8
0.5 0.6 -0.7
-1.0 -0.5 0.2
0.1 -0.1 0.7
0.4 0.4 -0.5
-0.1 0.0 -0.1
0.0 -0.2 -0.4
-0.2 -0.1 -0.4
0.3 0.4 1.0
0.2 0.1 0.1
0.1 0.1 -0.2
-0.1 -0.1 -0.2
-0.2 -0.2 0.2